Formula: C5H9IO
Source: OMol25
Level of theory: ωB97M-V/def2-TZVPD

Last column: natural (NBO) charge in e.
Element x y z (Å)
O: 0.549 2.691 0.286  -0.644
C: 1.304 1.634 0.387  0.142
C: 1.802 0.775 -0.497  -0.473
I: 3.634 -0.366 -0.178  0.111
H: 0.116 2.752 -0.644  0.484
H: 1.856 1.694 1.399  0.175
H: 1.308 0.584 -1.441  0.208
C: -1.517 -0.561 -1.035  -0.432
C: -0.652 -1.195 -0.296  -0.141
C: -1.167 -1.528 1.054  -0.633
H: -1.427 -0.196 -2.021  0.191
H: -2.350 -0.214 -0.436  0.176
H: 0.349 -1.409 -0.620  0.205
H: -1.532 -2.486 1.002  0.218
H: -0.361 -1.375 1.810  0.209
H: -1.913 -0.800 1.232  0.205

Cartesian forces, eV/Å:
O -3.20 1.17 -2.88
C 4.45 -0.81 2.73
C 0.05 -0.60 -0.33
I -1.55 0.72 -0.05
H 1.02 -0.19 2.21
H -1.01 -0.25 -1.46
H 0.40 0.08 -0.19
C -0.83 1.17 0.16
C 0.30 -0.08 0.00
C 3.08 1.84 0.69
H 0.30 0.15 -1.04
H -0.68 0.02 -0.80
H 0.23 -0.59 -0.08
H -0.89 -2.36 0.59
H -0.65 -0.57 -0.25
H -1.02 0.29 0.70

LUMO energy ... 0.0056 hartree
2S+1 ... 1
SMILES string ... O/C=C/I.C=CC
E_HOMO ... -8.7 eV